Entry from OMol25: 2 unconnected molecules or ions with the total composition H3IN2 in a non-equilibrium geometry (ωB97M-V/def2-TZVPD).

Results
- DFT total energy: -11124.38278 eV
- Energy relative to the best compared isomer or geometry (same formula, charge and spin): 3.309 eV
- HOMO level (spin up / spin down): -0.2908 / -0.3179 hartree
- Multiplicity: 1
- HOMO-LUMO gap (spin up / spin down): 7.568 / 8.672 eV

Cartesian coordinates (Å):
N: 0.62676 0.58855 0.05934
N: -0.23925 -0.18693 -0.55188
I: -2.16416 0.04152 0.06063
H: 1.58630 0.48021 -0.22044
H: 0.41401 1.16672 0.85866
H: -0.22367 -2.09007 -0.20631

The computed natural (NBO) charges, all in e, follow: -0.601 -0.420 0.268 0.388 0.370 -0.004

=====

Entry from OMol25: a single C6H8O3 molecule in a non-equilibrium geometry (ωB97M-V/def2-TZVPD).

Results
- DFT total energy: -12488.84067 eV
- Energy relative to the best compared isomer or geometry (same formula, charge and spin): 5.272 eV
- HOMO level: -0.3512 hartree
- Multiplicity: 1
- HOMO-LUMO gap: 10.347 eV
- Structure (SMILES): C#C[C@@](C)(OC)OC=O

Cartesian coordinates (Å):
C: -0.12921 -2.54282 -1.62037
C: 0.10459 -1.53976 -0.84785
C: 0.20628 -0.12274 -0.21193
C: 0.19531 -0.23617 1.26146
O: 1.22979 0.66127 -0.60528
C: 1.45711 1.74717 0.36279
O: -0.87984 0.82141 -0.72929
C: -2.00264 0.14492 -0.70942
O: -2.28646 -1.01680 -0.35324
H: -0.17165 -3.37283 -2.23930
H: 1.18046 -0.36936 1.91010
H: -0.50720 0.49208 1.70092
H: -0.36286 -1.25395 1.37337
H: 1.94133 1.12002 1.30863
H: 0.52897 2.30059 0.60864
H: 2.23914 2.29822 -0.03749
H: -2.74312 0.86875 -1.17173

The computed natural (NBO) charges, all in e, follow: -0.154 -0.066 0.463 -0.704 -0.521 -0.260 -0.492 0.643 -0.588 0.232 0.255 0.239 0.259 0.181 0.197 0.203 0.112

=====

Entry from OMol25: a molecular structure, C25H17Cl4IN5O6Ti (ωB97M-V/def2-TZVPD).

Results
- Net charge: -2
- DFT total energy: -127246.15979 eV
- Energy relative to the best compared isomer or geometry (same formula, charge and spin): 0.197 eV
- HOMO level (spin up / spin down): -0.0494 / -0.0673 hartree
- Multiplicity: 2
- HOMO-LUMO gap (spin up / spin down): 4.750 / 5.235 eV

Cartesian coordinates (Å):
Ti: -0.23051 -0.51390 0.14078
O: 0.46999 1.17613 -0.38443
C: 0.96478 2.32101 -0.74187
C: 0.25907 3.16989 -1.61636
C: 0.73841 4.42524 -1.92655
C: 1.92643 4.90337 -1.37179
C: 2.63360 4.07927 -0.51284
C: 2.19636 2.79143 -0.21969
C: 2.96331 1.90558 0.67306
N: 3.15012 0.69772 0.36257
C: 3.66178 -0.22260 1.34106
C: 2.49365 -1.07617 1.85212
N: 1.65249 -1.53932 0.74965
C: 1.98997 -2.64669 0.21014
C: 1.45612 -3.24175 -0.99203
C: 1.87890 -4.54306 -1.29982
C: 1.49247 -5.18806 -2.45164
C: 0.66378 -4.49666 -3.34836
C: 0.24768 -3.21540 -3.09191
C: 0.61038 -2.52970 -1.89695
O: 0.18857 -1.33660 -1.69942
H: -0.68622 2.80939 -2.00026
H: 0.16591 5.05875 -2.59606
H: 2.28479 5.89921 -1.60203
H: 3.55976 4.42880 -0.06501
H: 3.31502 2.31802 1.63507
H: 4.13831 0.27301 2.20408
H: 4.39859 -0.87116 0.85695
H: 1.88385 -0.47573 2.52236
H: 2.88790 -1.92852 2.42066
H: 2.80522 -3.21990 0.67456
H: 2.52641 -5.04896 -0.58890
H: 1.81208 -6.20159 -2.65723
H: 0.33748 -4.98546 -4.26078
H: -0.40297 -2.68476 -3.77567
Cl: -6.33808 -2.81340 -1.88388
C: -4.76417 -2.69677 -1.15221
C: -4.16263 -3.81843 -0.61488
Cl: -4.96851 -5.35947 -0.66174
C: -2.88956 -3.71178 -0.02868
Cl: -2.09665 -5.10246 0.64483
C: -2.21971 -2.49742 0.01926
O: -1.04275 -2.31882 0.55486
C: -2.83989 -1.32872 -0.53945
O: -2.16382 -0.22700 -0.45543
C: -4.10284 -1.45831 -1.11337
Cl: -4.83712 -0.03388 -1.78293
I: -3.33305 6.84512 3.25403
C: -2.35278 5.17390 2.54430
C: -1.68165 4.22989 3.28843
N: -1.20340 3.33756 2.40721
N: -1.51768 3.63131 1.14527
C: -2.21916 4.74985 1.20993
H: -1.51966 4.12893 4.34754
H: -0.66919 2.50083 2.66090
H: -2.59981 5.20987 0.31256
O: -0.00975 1.12728 3.84421
N: -0.34134 0.04454 3.34639
O: -0.56027 0.09655 2.10938

The computed natural (NBO) charges, all in e, follow: 1.546 -0.749 0.491 -0.274 -0.202 -0.302 -0.172 -0.226 0.146 -0.394 -0.239 -0.229 -0.469 0.201 -0.246 -0.137 -0.323 -0.197 -0.250 0.432 -0.705 0.226 0.192 0.189 0.187 0.129 0.158 0.181 0.216 0.172 0.139 0.186 0.191 0.191 0.208 -0.027 -0.107 -0.117 -0.028 -0.163 -0.021 0.338 -0.756 0.283 -0.717 -0.145 -0.022 0.099 -0.323 -0.081 -0.318 -0.214 -0.094 0.221 0.453 0.205 -0.535 0.334 -0.533

=====

Entry from OMol25: a single C7H13NO2 molecule in a non-equilibrium geometry (ωB97M-V/def2-TZVPD).

Results
- DFT total energy: -13049.75523 eV
- Energy relative to the best compared isomer or geometry (same formula, charge and spin): 6.174 eV
- HOMO level: -0.3825 hartree
- Multiplicity: 1
- HOMO-LUMO gap: 9.975 eV
- Structure (SMILES): CC(C)(C)C/C=C\[N+](=O)[O-]

Cartesian coordinates (Å):
C: 1.59307 0.88055 -0.83375
C: 1.11251 -0.24150 -0.02638
C: 1.96419 -1.42429 -0.40438
C: 1.22501 0.25061 1.45971
C: -0.31009 -0.53654 -0.25848
C: -1.29632 0.63936 0.27159
C: -2.69780 0.92274 0.31157
N: -3.66530 -0.10604 -0.07874
O: -4.83383 0.12082 -0.21129
O: -3.21403 -1.24687 -0.21493
H: 1.52866 0.72856 -2.01580
H: 2.66287 1.10818 -0.63377
H: 0.89960 1.85876 -0.81453
H: 3.07259 -1.43696 -0.23542
H: 1.60759 -2.39271 0.17925
H: 1.85771 -1.62027 -1.47185
H: 0.98984 -0.59717 2.11770
H: 0.50976 1.08732 1.50085
H: 2.33049 0.63532 1.62941
H: -0.83843 -1.45239 0.02592
H: -0.43099 -0.58446 -1.36912
H: -0.81181 1.55800 0.52158
H: -3.25529 1.84897 0.55085

The computed natural (NBO) charges, all in e, follow: -0.600 -0.143 -0.598 -0.588 -0.443 -0.058 -0.163 0.498 -0.361 -0.422 0.211 0.226 0.209 0.227 0.210 0.215 0.218 0.206 0.210 0.274 0.241 0.191 0.240

=====

- What is the multiplicity in the first record?
  1